No. 1
ORCA calculation (ωB97M-V/def2-TZVPD) on a structure of composition C34H45Al2BeBr6Cl4F18NO9PS in a non-equilibrium geometry.

Results
DFT total energy (Eh): -22375.26896
Total charge: +1
Highest occupied orbital energy (eV): -9.387

Last column: Mulliken charge in e.
Element x y z (Å)
C 2.933 -4.284 1.362  -1.3357
C 1.783 -3.173 1.318  0.5614
C 2.420 -1.813 0.867  -0.4372
Cl 4.258 -1.702 1.250  -0.0936
P 1.423 -0.211 1.433  1.7772
Cl 3.447 0.685 1.029  -0.0340
C 2.102 -0.476 3.216  -0.9866
C 3.213 0.469 3.716  -1.2585
C 4.471 -0.135 4.205  -1.1261
C 5.571 0.630 4.739  -1.0246
C 5.510 2.093 4.834  -0.8877
C 4.279 2.720 4.383  0.2218
C 4.161 4.285 4.511  -0.8180
C 3.186 1.921 3.864  1.2577
C 1.148 0.462 -0.345  -0.1904
Br 1.857 2.283 -0.788  -0.1273
C 0.570 -0.133 -1.423  -0.3014
C 0.453 0.584 -2.820  -1.4451
Br -0.108 -1.930 -1.348  0.0081
O -0.054 -1.001 1.647  0.5725
C -1.214 -0.163 1.899  -1.2132
O -1.776 -0.047 0.627  -0.6860
C -2.203 -1.111 2.661  0.3890
F -1.410 -1.975 3.462  -0.2980
F -3.147 -0.469 3.426  -0.3150
C -3.045 -2.122 1.778  0.0701
F -3.380 -3.130 2.691  -0.3455
F -2.304 -2.806 0.852  -0.1892
C -4.431 -1.601 1.253  0.8220
F -4.528 -0.295 1.014  -0.2732
F -4.828 -2.274 0.132  -0.2051
F -5.396 -1.912 2.208  -0.3487
C -0.603 1.157 2.622  1.3029
C -0.850 1.163 4.201  -1.0303
C 0.166 1.901 5.068  -0.1638
C 0.353 3.446 5.232  -0.5972
N 0.912 1.168 5.819  -0.4558
S -1.737 2.603 2.151  1.2371
O -3.106 2.151 1.919  -0.6037
O -1.880 3.563 3.268  -0.7131
C -1.080 3.690 0.795  0.7427
F -1.913 4.775 0.778  -0.2039
F 0.127 4.174 1.191  -0.1825
F -1.128 3.177 -0.446  -0.1676
O 0.732 1.248 2.173  0.2761
H 3.593 -4.190 2.252  0.3146
H 2.410 -5.278 1.453  0.4535
H 3.480 -4.326 0.388  0.2005
H 1.003 -3.593 0.649  0.3311
H 1.379 -3.122 2.374  -0.5197
H 2.454 -1.828 -0.257  0.6772
H 1.252 -0.413 3.981  0.9349
H 2.484 -1.534 3.394  0.5622
H 4.580 -1.246 4.167  0.4387
H 6.502 0.137 5.086  0.3939
H 6.365 2.678 5.229  0.4316
H 5.148 4.796 4.483  0.4852
H 3.400 4.714 3.817  0.2102
H 3.756 4.461 5.564  -0.1978
H 2.275 2.458 3.531  0.2805
H 1.505 0.726 -3.183  0.6276
H -0.091 1.556 -2.728  0.2802
H -0.046 -0.099 -3.552  0.4412
H -1.461 0.718 0.117  0.6067
H -0.734 0.075 4.488  0.5838
H -1.930 1.354 4.450  1.1168
H 1.312 3.737 5.760  0.0400
H -0.577 3.855 5.709  0.5574
H 0.401 3.927 4.213  0.2902
H 1.539 1.749 6.383  0.0355
Al 2.100 4.043 7.293  0.4591
F -6.821 -0.639 1.848  -0.2877
Br 4.450 -0.236 -0.829  0.1551
O 3.468 6.780 2.039  -0.6324
H 3.273 7.210 2.880  0.3052
H 2.670 6.920 1.516  0.3225
F -9.675 2.425 -0.889  -0.4101
Al -8.093 1.780 -0.582  0.6297
F -6.938 2.514 -1.656  -0.4133
F -8.097 0.042 -0.836  -0.1901
F -7.640 2.097 1.072  -0.3869
C 3.310 3.394 -8.988  -1.1210
C 2.636 3.551 -7.640  -0.1842
O 2.633 2.303 -6.922  -0.2970
C 3.755 2.003 -6.266  0.2750
O 4.739 2.683 -6.240  -0.5063
C 3.587 0.681 -5.514  0.9674
F 2.999 -0.264 -6.262  -0.2545
F 2.821 0.831 -4.409  -0.4703
F 4.757 0.169 -5.105  -0.2757
H 2.845 2.586 -9.556  0.3087
H 3.239 4.318 -9.563  0.3782
H 4.365 3.138 -8.872  0.3139
H 1.592 3.830 -7.781  0.3150
H 3.103 4.338 -7.046  0.3171
Be 0.748 -2.266 4.068  0.5000
C -9.300 -2.846 1.342  0.0720
Br -10.823 -2.479 2.471  -0.0019
Br -8.961 -4.744 1.176  -0.0026
Br -9.469 -2.007 -0.387  0.2874
H -8.429 -2.403 1.822  0.0209
Cl 3.402 -4.044 -5.740  -0.1745
C 4.985 -3.420 -5.217  -0.0341
C 5.465 -4.076 -3.943  -0.6542
Cl 4.473 -3.614 -2.533  -0.0587
H 4.902 -2.340 -5.104  -0.0602
H 5.689 -3.625 -6.024  0.3366
H 6.486 -3.762 -3.727  0.2975
H 5.451 -5.162 -4.022  0.3692
C -5.753 -4.391 -3.868  -0.6452
C -5.523 -3.503 -2.659  -0.3107
C -4.022 -3.279 -2.718  0.1011
O -3.649 -3.326 -4.100  -0.4175
C -4.752 -3.832 -4.864  -0.5107
H -6.778 -4.372 -4.239  0.3400
H -5.497 -5.427 -3.622  0.2916
H -6.048 -2.553 -2.792  0.2714
H -5.852 -3.945 -1.719  0.2796
H -3.480 -4.077 -2.196  0.0673
H -3.724 -2.319 -2.291  -0.0150
H -5.180 -2.998 -5.430  0.2853
H -4.395 -4.584 -5.569  0.2908

=====

No. 2
ORCA calculation (ωB97M-V/def2-TZVPD) on a structure of composition C34H45BF4N10O3Sn.

Results
DFT total energy (Eh): -2734.75809
ΔE to the lowest compared entry with this formula, charge and spin (eV): 0.000
Total charge: 0
Highest occupied orbital energy (eV): -6.978

Last column: Mulliken charge in e.
Element x y z (Å)
Sn 0.885 0.353 -0.442  1.6163
C -1.767 3.318 -3.855  -0.8158
O -2.709 3.703 -2.847  -0.6041
C -2.169 4.255 -1.706  0.6495
C -2.661 5.453 -1.258  -0.4895
C -2.211 6.009 -0.049  -0.9476
C -1.224 5.352 0.648  -0.7864
C -0.702 4.116 0.223  1.2146
C 0.419 3.595 0.977  -1.3269
N 1.029 2.469 0.859  0.6820
N 2.159 2.406 1.683  -0.8201
C 3.017 1.540 1.250  0.0384
O 2.870 0.768 0.210  -0.8206
C 4.289 1.381 2.013  0.3874
C 5.194 0.397 1.630  -0.0446
C 6.373 0.215 2.340  -0.7514
C 6.655 1.017 3.436  -0.3660
C 5.753 2.002 3.820  -0.6625
C 4.576 2.185 3.114  -0.4964
C -1.213 3.479 -0.951  -0.0561
O -0.899 2.305 -1.316  0.0711
H -1.988 3.890 -4.758  0.2968
H -0.746 3.510 -3.535  0.3031
H -1.866 2.252 -4.054  0.2877
H -3.405 5.960 -1.864  0.4495
H -2.597 6.958 0.295  0.4057
H -0.815 5.796 1.549  0.3922
H 0.837 4.280 1.718  0.3116
H 4.959 -0.224 0.775  0.3826
H 7.072 -0.554 2.035  0.4154
H 7.575 0.877 3.990  0.3823
H 5.971 2.630 4.675  0.3981
H 3.864 2.946 3.402  0.4475
C 1.856 -5.452 0.684  -1.3482
C 2.309 -4.169 0.074  0.6680
C 3.490 -3.795 -0.533  -1.3558
C 3.315 -2.444 -0.897  0.1364
N 2.113 -2.023 -0.532  0.4700
N 1.522 -3.083 0.053  0.7194
C 4.244 -1.557 -1.657  -1.5523
H 2.469 -6.276 0.324  0.4163
H 0.813 -5.650 0.436  0.2554
H 1.938 -5.417 1.772  0.2132
H 4.357 -4.412 -0.699  0.5087
H 0.570 -3.008 0.386  -0.3048
H 5.282 -1.768 -1.397  0.4112
H 4.031 -0.511 -1.445  0.1613
H 4.126 -1.718 -2.731  0.3113
C -1.291 -2.498 4.082  -0.9090
N -0.259 -1.810 3.331  0.4166
C 1.090 -1.787 3.607  -1.3318
C 1.670 -1.071 2.608  -0.5506
N 0.694 -0.661 1.730  0.8898
C -0.451 -1.110 2.203  -1.1053
H -0.852 -3.349 4.595  0.3449
H -2.046 -2.865 3.389  0.3103
H -1.749 -1.835 4.817  0.2947
H 1.503 -2.288 4.464  0.4142
H 2.712 -0.862 2.436  0.5368
H -1.408 -1.007 1.710  0.7552
F -1.188 -2.084 -0.332  -0.0459
B -1.874 -3.314 -0.090  0.3086
F -1.224 -3.931 1.001  -0.3607
F -1.782 -4.109 -1.230  -0.3298
F -3.208 -3.032 0.232  -0.3689
C -3.920 1.244 -1.252  -0.6235
C -2.964 0.181 -0.670  0.0924
N -3.050 0.172 0.791  0.0833
C -2.717 1.489 1.320  0.5647
C -3.766 2.529 0.872  -0.3318
N -4.687 1.836 -0.096  0.0191
C -5.442 0.748 0.603  -0.6806
C -4.387 -0.217 1.207  -0.6966
H -4.664 0.831 -1.933  0.2724
H -3.386 2.053 -1.746  -0.0883
H -1.958 0.462 -0.962  -0.5831
H -3.188 -0.819 -1.032  0.9556
H -1.730 1.775 0.956  -0.8690
H -2.679 1.437 2.410  0.9124
H -3.325 3.379 0.354  -0.1348
H -4.389 2.890 1.690  0.1817
H -5.338 2.525 -0.462  0.3253
H -6.071 0.266 -0.144  0.3651
H -6.077 1.213 1.356  0.3165
H -4.568 -1.240 0.882  0.2899
H -4.436 -0.189 2.297  0.4836
C -0.610 -3.775 -4.520  -0.8435
N 0.169 -2.564 -4.357  0.1494
C 0.816 -1.842 -5.331  -0.1962
C 1.365 -0.768 -4.691  -1.0534
N 1.072 -0.816 -3.351  0.1048
C 0.355 -1.903 -3.193  0.2241
H -0.018 -4.542 -5.019  0.3479
H -1.509 -3.580 -5.104  0.2977
H -0.903 -4.131 -3.534  0.2230
H 0.826 -2.155 -6.361  0.4620
H 1.952 0.031 -5.114  0.4543
H -0.064 -2.259 -2.263  -0.1477

=====

No. 3
ORCA calculation (ωB97M-V/def2-TZVPD) on a cluster of 2 separate species, C34H45BIN3O11S3 in total in a non-equilibrium geometry.

Results
DFT total energy (Eh): -3831.09982
Total charge: 0
Structure (SMILES): C#CC[C@H]1OS(=O)(=O)[C@](CCCSC(=S)N(c2ccccc2)c2ccccc2)(B(N)O)[C@@](COC)(CC(=O)I)[C@]1(COO)NCC.C[C@@H]1COC(=O)O1
Highest occupied orbital energy (eV): -8.371

Last column: Mulliken charge in e.
Element x y z (Å)
C -0.520 3.390 3.646  -0.4066
C -0.333 3.235 2.442  -0.6458
C 0.096 3.173 0.914  0.0737
C 1.124 1.913 0.764  -0.5470
O 0.491 0.978 1.668  -0.5425
S 1.509 -0.319 1.742  1.3197
O 1.082 -1.129 2.892  -0.8395
O 2.946 -0.047 1.867  -0.6109
C 1.011 -1.064 0.081  0.8768
C -0.579 -1.130 0.268  -1.6330
C -1.379 -2.310 -0.394  -0.5607
C -2.920 -2.139 0.092  0.0535
S -4.084 -2.415 -1.352  -0.2417
C -5.660 -1.577 -0.795  0.1548
S -6.815 -2.494 -0.059  -0.1077
N -5.721 -0.139 -1.067  0.3261
C -7.100 0.341 -1.271  0.0112
C -7.567 0.615 -2.679  -0.5593
C -8.963 1.133 -2.897  -0.4224
C -9.946 1.382 -1.795  -0.3865
C -9.492 1.103 -0.370  -0.6296
C -8.094 0.616 -0.160  0.2564
C -5.080 0.661 -0.015  0.2112
C -4.313 1.899 -0.456  -0.5345
C -3.673 2.778 0.579  -0.5224
C -3.730 2.474 2.066  -0.5336
C -4.476 1.215 2.483  -0.8751
C -5.138 0.324 1.459  0.1830
B 1.669 -2.528 0.184  0.6398
N 2.687 -2.976 1.212  -0.4918
O 1.399 -3.553 -0.808  -0.6461
C 1.527 -0.093 -1.135  1.6569
C 3.000 -0.549 -1.615  -2.4136
O 3.047 -1.767 -2.389  -0.2284
C 4.452 -2.040 -2.623  -0.7467
C 0.565 -0.472 -2.332  -0.8422
C 0.823 -0.261 -3.850  -0.6634
O -0.184 -0.340 -4.557  -0.5314
I 2.545 0.066 -5.109  0.0013
C 1.521 1.509 -0.714  1.8883
C 0.785 2.382 -1.853  -1.8038
O 1.585 2.508 -3.061  -0.0174
O 1.370 3.775 -3.566  -0.5373
N 2.962 1.978 -0.773  -0.2867
C 3.233 3.408 -0.651  -0.2001
C 4.117 3.968 -1.895  -0.9767
H -0.753 3.648 4.715  0.3790
H -0.853 2.982 0.326  0.0541
H 0.587 4.163 0.702  0.3861
H 2.007 2.267 1.406  0.1916
H -1.008 -0.128 -0.091  0.0057
H -0.897 -1.146 1.369  0.7552
H -1.438 -2.323 -1.522  0.4181
H -1.097 -3.358 -0.061  0.2629
H -3.022 -1.058 0.450  -0.2010
H -3.186 -2.857 0.920  0.4608
H -6.836 0.445 -3.519  0.3620
H -9.285 1.341 -3.962  0.2993
H -10.994 1.779 -1.957  0.3302
H -10.214 1.286 0.486  0.3224
H -7.772 0.434 0.914  0.1934
H -4.248 2.175 -1.543  0.4075
H -3.103 3.706 0.266  0.4636
H -3.257 3.155 2.839  0.5099
H -4.540 0.973 3.581  0.3252
H -5.672 -0.596 1.839  0.2833
H 2.224 -3.695 1.795  0.1517
H 3.443 -3.421 0.672  0.1972
H 2.277 -3.824 -1.145  0.3355
H 3.680 -0.590 -0.697  0.6342
H 3.474 0.206 -2.334  0.7160
H 5.067 -1.945 -1.671  0.3091
H 4.540 -3.123 -2.959  0.2575
H 4.889 -1.322 -3.390  0.2547
H 0.401 -1.606 -2.253  0.7206
H -0.476 -0.037 -2.147  0.3436
H -0.281 2.061 -2.053  0.4349
H 0.685 3.487 -1.571  0.8482
H 2.212 3.983 -4.023  0.3365
H 3.505 1.523 -0.023  0.4084
H 3.932 3.563 0.247  0.4602
H 2.383 4.123 -0.473  -0.0997
H 3.804 5.002 -2.223  0.2616
H 5.218 3.951 -1.584  0.2849
H 4.042 3.185 -2.721  0.1755
C 5.099 -2.333 3.263  -0.8766
C 5.725 -3.601 3.796  0.6027
C 7.084 -3.400 4.403  -0.5287
O 7.691 -4.677 4.216  -0.3277
C 7.104 -5.231 3.117  0.5655
O 7.503 -6.207 2.560  -0.5430
O 6.006 -4.518 2.737  -0.2820
H 4.151 -2.557 2.766  -0.1454
H 4.914 -1.616 4.065  0.4006
H 5.741 -1.864 2.512  0.3267
H 5.041 -4.093 4.496  0.2454
H 7.036 -3.144 5.462  0.3208
H 7.687 -2.650 3.881  0.3339

=====

Which value of total charge does entry 3 give? 0